24
Properties=species:S:1:pos:R:3:lowdin_spin:R:1 method="wB97M-V/def2-TZVPD" gap_ev="7.2 / 6.8" e_homo_ev="-6.32 / -9.05" e_above_lowest_kcal_mol=17.6 charge=0 e_tot_ha=-878.59359 multiplicity=3
C 2.09441 -0.14195 -0.67279 0.330
H 2.28635 2.52189 -0.58801 0.031
C -3.74027 0.65908 -0.87473 0.010
P -1.11234 0.62664 0.00832 0.418
C 2.64623 2.08814 0.25481 0.429
O -0.55727 -0.43987 1.16115 0.150
H 3.08001 2.79260 0.99559 0.029
H -1.61621 -0.58684 2.95053 0.001
C 2.63172 0.64893 0.39699 0.009
O -0.58792 0.03747 -1.26032 0.226
H 1.30745 -3.23253 -1.36272 0.000
C 1.19945 -2.11931 -1.52853 0.018
C -0.65126 -0.40472 2.62993 0.007
H -3.32138 0.48090 -1.84852 0.002
H -4.59823 -0.05725 -0.75912 0.007
O -2.83843 0.50970 0.20896 0.161
H 1.50815 0.39984 -1.39597 0.014
H 2.92153 0.20029 1.29590 -0.010
O 1.91624 -1.44547 -0.58546 0.150
H -0.34519 0.50322 3.02700 0.003
H 0.19475 -1.81020 -1.42000 0.007
H 1.55124 -1.81647 -2.58636 0.005
H -4.14502 1.69484 -0.90490 0.001
H 0.17599 -1.10893 2.85825 0.002

***

27
Properties=species:S:1:pos:R:3:lowdin_charge:R:1 method="wB97M-V/def2-TZVPD" gap_ev=7.1 e_homo_ev=-1.21 e_above_lowest_kcal_mol=58.1 charge=-2 e_tot_ha=-1427.39634
H 1.27389 -4.13303 -3.84261 0.041
C -1.44672 1.84644 1.46406 -0.334
C 0.85626 -3.55654 -1.70027 -0.442
H 0.48846 3.25630 3.35890 0.086
O 2.34776 -0.78409 -0.64440 -0.463
H 2.59691 -4.60275 -2.78283 0.035
H 0.09575 -4.40046 -1.56331 0.098
H 0.45194 4.45002 2.12614 0.032
H -3.51293 2.26673 1.29745 0.040
O -1.30979 -0.81607 1.84667 -0.404
H -0.12839 -0.39278 -2.15936 0.042
S 0.87789 -0.86501 -0.44550 0.950
C 1.85159 -3.80048 -2.93955 -0.130
H 1.62452 -3.55930 -0.88225 0.083
H 1.02406 2.58915 1.81859 0.049
H -2.92916 0.46346 1.19373 0.074
P -0.41377 0.38455 1.95940 0.157
C 0.33175 3.35933 2.18680 -0.167
C -2.80946 1.57582 0.83517 -0.133
H -1.64233 3.96817 1.31677 0.072
H 2.18929 -2.72969 -3.05309 0.074
O 0.39442 -2.27372 -1.87174 -0.472
O 0.16470 0.26528 -1.46780 -0.298
C -1.09847 3.11522 1.71133 -0.203
H -2.66317 1.62981 -0.30308 0.083
O 0.05777 0.77563 3.35577 -0.400
O 0.74468 0.33195 0.94337 -0.470

***

29
Properties=species:S:1:pos:R:3:lowdin_charge:R:1 method="wB97M-V/def2-TZVPD" gap_ev=9.0 e_homo_ev=-8.90 charge=0 e_tot_ha=-1900.90430
O 2.77291 0.30564 -2.67115 -0.259
H -0.25620 -1.74801 2.16697 0.062
C -1.22044 0.48759 0.93565 -0.416
H -1.66939 -2.71888 2.53890 0.072
H -1.92972 -1.37229 4.68874 0.062
H -0.35074 -0.67673 4.41036 0.068
S -2.31157 -0.51457 1.99093 0.892
P 2.37226 1.65153 -2.23244 0.422
H 0.57007 -0.56100 0.55200 0.157
O -0.66855 -1.99795 -2.92005 -0.207
O -1.01358 -1.47519 -0.51330 -0.173
S -1.48703 -1.24583 -2.03477 0.624
O -1.10564 0.31753 -2.08381 -0.143
C 0.84798 1.67145 -1.24925 -0.116
O -2.89178 -1.39345 -2.15086 -0.206
H -0.51497 -2.43203 4.64136 0.071
H 1.07134 2.00567 -0.23804 0.108
C -0.97113 -1.54588 4.20332 -0.169
H 0.74698 -0.39555 -1.76356 0.121
O 3.49476 2.34271 -1.33768 -0.106
H -0.59027 1.06747 1.60870 0.081
C 0.11108 0.35715 -1.28379 -0.354
C -0.33229 -0.31718 -0.01044 -0.354
C -1.19474 -1.75713 2.71322 -0.526
H 1.99950 2.06927 -4.21797 0.095
H -1.88032 1.18256 0.42023 0.089
O 2.15955 2.64210 -3.45803 -0.100
H 0.19732 2.43700 -1.67812 0.118
H 4.04463 1.61401 -1.02712 0.089

***

20
Properties=species:S:1:pos:R:3:lowdin_charge:R:1 method="wB97M-V/def2-TZVPD" gap_ev="6.6 / 8.4" e_homo_ev="-7.04 / -7.95" e_above_lowest_kcal_mol=96.6 charge=0 e_tot_ha=-577.58179
C -0.60454 1.91413 0.37513 -0.126
H 3.90646 0.06894 -0.71420 -0.125
C -0.52612 -1.89985 0.62820 -0.087
H 3.16956 -0.30850 1.15283 -0.108
H -1.61102 -1.26914 -1.78186 0.081
H -0.79462 2.22217 -0.65065 0.065
C 0.08471 0.55399 0.42541 -0.366
P 2.73794 -0.45013 -0.17263 0.730
H -1.21313 -2.10815 1.45598 0.088
H -2.81638 -0.65571 -0.65543 0.088
H 0.45634 0.34483 1.43467 0.100
H -0.63952 -2.70378 -0.10138 0.079
C 1.72510 0.98945 -0.28404 -0.322
H -1.79914 0.48323 -1.54024 0.067
C -1.81200 -0.48367 -1.04925 -0.068
H 1.58682 1.23865 -1.34250 0.010
H -1.55360 1.89438 0.91145 0.079
H 0.48971 -1.91977 1.02392 0.046
C -0.82490 -0.56921 0.05143 -0.304
H 0.03833 2.65813 0.83316 0.069

***

20
Properties=species:S:1:pos:R:3:lowdin_spin:R:1 method="wB97M-V/def2-TZVPD" gap_ev="10.1 / 7.0" e_homo_ev="-9.12 / -8.88" e_above_lowest_kcal_mol=0.0 charge=0 e_tot_ha=-634.52007 multiplicity=2
H 2.96109 0.62298 0.71231 0.005
C -1.92496 0.40325 -1.08904 0.001
H -1.89799 -3.65274 0.76678 0.000
C 2.10503 1.49783 -1.06580 0.010
H -1.11376 1.06650 -1.39553 0.001
H -2.43672 0.06814 -1.99134 0.000
C -1.64882 -2.02694 -0.60772 0.003
H 1.66221 0.57987 -1.44995 0.000
H -2.32047 -2.23376 -1.43601 0.001
H -2.62514 0.99771 -0.49987 0.000
H 3.03033 1.71823 -1.59643 0.000
H 2.76725 2.34867 0.82364 0.029
C -1.38589 -0.76284 -0.31104 0.027
C 2.28641 1.44111 0.44750 0.097
H -0.69450 -3.95547 -0.46974 0.000
H -0.31098 -2.81600 0.83088 0.000
C -1.10417 -3.18622 0.18636 0.000
H 1.42101 2.31662 -1.30734 0.000
S 0.73717 1.25334 1.32962 0.801
H -0.74709 -0.53037 0.53885 0.024

***

20
Properties=species:S:1:pos:R:3:lowdin_spin:R:1 method="wB97M-V/def2-TZVPD" gap_ev="10.1 / 6.9" e_homo_ev="-9.06 / -8.78" e_above_lowest_kcal_mol=16.8 charge=0 e_tot_ha=-634.49336 multiplicity=2
H 0.82580 2.92992 2.25763 0.000
C 1.38345 0.72702 2.61418 0.049
S -0.26177 -0.39655 0.78473 0.784
H -1.50447 0.19692 -3.27748 0.000
H 2.14887 -0.56747 0.98931 0.001
H 1.65768 1.06181 0.46956 0.007
H -2.42772 -1.99618 -3.77766 0.001
C 1.42246 0.22410 1.13671 0.061
H -0.75407 0.54793 -1.64341 0.013
C -0.73125 -0.10481 -2.54077 0.019
H 0.29948 -0.08384 -3.01644 0.000
C -1.88889 -2.32655 -2.84720 0.002
C -0.96870 -1.53643 -2.21763 0.019
H -0.38235 -1.96977 -1.40322 0.012
H 0.15502 2.22583 3.72759 0.000
C 0.48124 1.98089 2.68734 0.011
H 0.84004 -0.07140 3.22136 0.007
H -0.44485 1.67841 2.21344 0.008
H 2.38919 0.75020 3.02658 0.004
H -2.23915 -3.27003 -2.40462 0.000